(1)
This record from the OMol25 dataset describes the molecule C13H18N2 in a non-equilibrium geometry. The level of theory is wB97M-V/def2-TZVPD.

```
33
Properties=species:S:1:pos:R:3:nbo_charge:R:1
C 1.806 -2.277 2.320 -0.180
C 2.572 -1.158 1.860 -0.235
C 0.448 -2.193 2.027 -0.211
C 2.169 -0.066 1.125 -0.198
C -0.057 -1.194 1.223 0.171
C 0.786 -0.056 0.771 0.094
C -1.741 0.169 0.554 0.259
C -2.718 1.030 0.468 -0.574
C -0.511 0.429 -2.136 -0.590
C -0.229 2.813 -1.466 -0.598
C 1.771 1.279 -1.531 -0.628
C -2.115 -2.263 0.521 -0.403
C 0.307 1.417 -1.200 0.068
N -1.485 -1.066 1.008 -0.489
N 0.060 0.933 0.124 -0.244
H 2.344 -3.102 2.870 0.230
H 3.618 -1.218 2.111 0.203
H -0.197 -2.991 2.264 0.201
H 2.849 0.638 0.863 0.217
H -2.487 2.005 0.179 0.185
H -3.643 0.899 0.986 0.176
H -0.518 -0.595 -1.593 0.204
H -1.539 0.698 -2.149 0.229
H -0.002 0.368 -3.047 0.206
H 0.389 3.613 -0.836 0.205
H -1.312 2.915 -1.202 0.224
H -0.080 3.068 -2.477 0.213
H 1.857 1.511 -2.699 0.213
H 2.355 1.837 -0.777 0.217
H 2.049 0.159 -1.498 0.220
H -1.539 -2.567 -0.340 0.190
H -1.965 -2.983 1.336 0.199
H -3.242 -2.049 0.339 0.227
```

highest occupied orbital energy (alpha / beta): -4.50 / -7.63 eV
2S+1: 3
DFT total energy: -16745.870 eV
energy relative to the best compared isomer or geometry (same formula, charge and spin): 2.1818 eV
net charge: 0
frontier orbital gap (alpha / beta): 5.358 / 6.124 eV

(2)
This record from the OMol25 dataset describes the ion C8H15ClN with charge +1 in a non-equilibrium geometry. The level of theory is wB97M-V/def2-TZVPD.

```
25
Properties=species:S:1:pos:R:3:nbo_charge:R:1
C 0.786 -0.085 -0.857 -0.237
C 0.331 -0.333 0.349 0.048
C 0.234 -0.589 -2.173 -0.435
C -1.086 0.102 -2.263 -0.349
C -2.107 -0.673 -1.403 -0.525
C -2.190 -0.359 0.029 -0.025
C 1.625 -0.775 2.303 -0.386
C 1.388 1.548 1.649 -0.441
N 0.683 0.249 1.610 -0.408
Cl -2.813 1.178 0.488 0.074
H 1.608 0.549 -1.026 0.206
H 0.990 -0.435 -2.901 0.233
H 0.107 -1.629 -2.242 0.222
H -1.031 1.108 -1.870 0.211
H -1.401 0.088 -3.252 0.228
H -2.942 -0.272 -1.858 0.256
H -2.087 -1.707 -1.693 0.249
H -2.336 -1.111 0.820 0.237
H 1.999 -0.432 3.259 0.231
H 1.165 -1.750 2.301 0.244
H 2.340 -0.770 1.510 0.223
H 1.804 1.611 2.649 0.227
H 2.276 1.727 0.973 0.244
H 0.761 2.347 1.376 0.237
H -0.103 0.411 2.222 0.434
```

highest occupied orbital energy (alpha / beta): -11.99 / -12.53 eV
DFT total energy: -22540.262 eV
energy relative to the best compared isomer or geometry (same formula, charge and spin): 2.0545 eV
net charge: +1
frontier orbital gap (alpha / beta): 7.464 / 8.337 eV

(3)
This record from the OMol25 dataset describes a cluster of 2 separate species, C6H9P in total in a non-equilibrium geometry. The level of theory is wB97M-V/def2-TZVPD.

```
16
Properties=species:S:1:pos:R:3:nbo_charge:R:1
C 1.410 1.328 -1.540 -0.215
C 0.344 1.085 -2.438 -0.203
C 1.073 1.416 -0.233 -0.511
C -0.780 0.807 -1.790 -0.584
C -0.423 -0.585 2.198 -0.698
C -0.961 -0.466 0.789 -0.418
P -0.689 1.073 -0.146 0.884
H 2.447 1.453 -1.915 0.214
H 0.443 1.057 -3.558 0.222
H 1.750 1.534 0.540 0.227
H -1.594 0.596 -2.417 0.239
H 0.711 -0.677 2.195 0.232
H -0.818 0.200 2.962 0.231
H -0.882 -1.573 2.432 0.228
H -1.954 -0.832 0.711 0.193
H 0.042 -1.905 -0.534 -0.042
```

highest occupied orbital energy (alpha / beta): -7.78 / -8.61 eV
DFT total energy: -15651.034 eV
energy relative to the best compared isomer or geometry (same formula, charge and spin): 4.7124 eV
net charge: 0
frontier orbital gap (alpha / beta): 7.559 / 8.350 eV

(4)
This record from the OMol25 dataset describes the ion C6H8N with charge +1 in a non-equilibrium geometry. The level of theory is wB97M-V/def2-TZVPD.

```
15
Properties=species:S:1:pos:R:3:nbo_charge:R:1
C 0.912 0.966 0.264 -0.058
C 1.463 -0.018 1.076 -0.106
C -0.213 0.539 -0.475 0.161
C -0.366 -1.756 1.120 -0.203
C -0.187 -1.142 -0.204 -0.112
C -0.932 1.330 -1.460 -0.721
N 0.954 -1.239 0.709 -0.092
H 1.227 2.034 0.371 0.257
H 2.256 0.239 1.827 0.276
H -0.814 -1.159 1.848 0.236
H -0.488 -2.816 1.183 0.261
H -0.276 -1.467 -1.230 0.269
H -0.503 1.188 -2.480 0.289
H -1.003 2.332 -0.945 0.268
H -2.031 0.969 -1.604 0.275
```

highest occupied orbital energy (alpha / beta): -12.35 / -15.51 eV
2S+1: 3
DFT total energy: -7828.609 eV
energy relative to the best compared isomer or geometry (same formula, charge and spin): 1.3921 eV
net charge: +1
frontier orbital gap (alpha / beta): 9.185 / 6.811 eV

(5)
This record from the OMol25 dataset describes a cluster of 2 separate species, C16H23BF3N2O7S in total in a non-equilibrium geometry. The level of theory is wB97M-V/def2-TZVPD.

```
53
Properties=species:S:1:pos:R:3:nbo_charge:R:1
C 4.769 0.176 0.917 -0.406
C 3.795 -0.556 0.019 -0.321
C 2.918 0.254 -1.125 0.762
O 3.426 0.278 -2.365 -0.581
O 1.678 0.937 -0.724 -0.552
C 0.605 0.779 -1.720 -0.074
C 0.235 2.294 -2.277 -0.444
C -1.311 2.768 -1.900 -0.428
C -1.388 4.007 -0.831 -0.413
C -2.041 3.609 0.635 -0.432
C -1.636 2.120 1.180 -0.416
C -2.871 1.052 1.301 -0.486
C -3.658 1.262 2.740 0.271
N -4.313 1.547 3.821 -0.316
C -3.990 1.127 0.108 -0.467
C -5.322 0.239 0.591 0.259
N -6.213 -0.630 0.998 -0.323
B -2.155 -0.462 1.400 1.305
O -0.762 -0.595 1.956 -0.929
O -2.794 -1.718 0.963 -0.772
C -2.568 -1.998 -0.463 -0.088
C -3.954 -2.711 -1.030 -0.657
H 5.385 -0.437 1.724 0.245
H 4.923 1.335 0.774 0.202
H 3.720 -1.734 0.149 0.324
H 0.839 0.005 -2.575 0.226
H -0.328 0.325 -1.131 0.158
H 1.029 3.101 -1.901 0.232
H 0.396 2.238 -3.459 0.221
H -1.878 1.795 -1.584 0.191
H -1.791 3.129 -2.928 0.218
H -2.056 4.852 -1.337 0.214
H -0.283 4.443 -0.719 0.217
H -1.569 4.387 1.408 0.228
H -3.187 3.843 0.612 0.212
H -1.205 2.256 2.285 0.262
H -0.737 1.619 0.575 0.253
H -3.653 0.653 -0.918 0.263
H -4.403 2.195 -0.130 0.267
H -0.214 -1.203 1.377 0.514
H -2.310 -1.054 -1.106 0.161
H -1.692 -2.786 -0.654 0.199
H -4.586 -3.044 -0.080 0.250
H -4.592 -1.945 -1.683 0.211
H -3.752 -3.706 -1.636 0.221
C 6.955 -3.880 1.306 0.692
F 6.887 -3.143 2.461 -0.341
F 7.416 -3.021 0.342 -0.337
F 7.961 -4.792 1.504 -0.335
S 5.326 -4.678 0.854 2.316
O 4.379 -3.568 0.682 -1.021
O 4.990 -5.553 1.985 -0.978
O 5.582 -5.416 -0.391 -0.978
```

highest occupied orbital energy: -6.13 eV
DFT total energy: -53934.259 eV
net charge: -1
frontier orbital gap: 7.708 eV

(6)
This record from the OMol25 dataset describes a structure of composition C23H22I2MgN2O2PS. The level of theory is wB97M-V/def2-TZVPD.

```
54
Properties=species:S:1:pos:R:3:nbo_charge:R:1
Mg 0.053 -0.079 0.147 1.604
O -0.764 0.762 -2.428 -0.680
C -0.283 1.596 -1.618 0.783
O -0.603 1.634 -0.374 -0.871
C 0.884 2.398 -2.117 -0.111
C 0.758 3.617 -2.762 -0.182
C 1.888 4.221 -3.289 -0.168
C 3.131 3.609 -3.180 -0.199
C 3.256 2.396 -2.523 -0.172
C 2.136 1.781 -1.975 -0.334
P 2.251 0.177 -1.093 0.705
C 2.958 -0.979 -2.294 -0.373
C 4.337 -1.105 -2.465 -0.204
C 4.838 -1.947 -3.447 -0.189
C 3.969 -2.666 -4.258 -0.180
C 2.597 -2.543 -4.090 -0.219
C 2.091 -1.702 -3.108 -0.130
C 3.505 0.417 0.202 -0.387
C 4.075 -0.711 0.798 -0.204
C 4.940 -0.570 1.872 -0.198
C 5.232 0.695 2.369 -0.189
C 4.654 1.817 1.794 -0.203
C 3.787 1.682 0.716 -0.153
H -0.214 4.085 -2.860 0.232
H 1.796 5.172 -3.799 0.231
H 4.004 4.080 -3.611 0.231
H 4.230 1.930 -2.429 0.226
H 5.020 -0.555 -1.830 0.226
H 5.909 -2.044 -3.577 0.226
H 4.363 -3.322 -5.024 0.228
H 1.918 -3.105 -4.718 0.227
H 1.019 -1.601 -2.989 0.210
H 3.852 -1.701 0.414 0.225
H 5.386 -1.448 2.323 0.228
H 5.909 0.804 3.208 0.228
H 4.878 2.804 2.182 0.226
H 3.340 2.563 0.275 0.220
C -2.523 0.129 2.021 -0.431
N -2.408 -1.279 2.365 -0.395
C -3.570 -2.097 2.750 -0.222
C -2.930 -3.419 3.221 -0.227
N -1.501 -3.157 3.000 -0.564
C -1.272 -1.945 2.509 0.381
S 0.308 -1.359 2.176 -0.424
H -3.486 0.492 2.373 0.235
H -2.481 0.291 0.943 0.214
H -1.737 0.702 2.507 0.231
H -4.215 -2.248 1.887 0.228
H -4.135 -1.596 3.533 0.218
H -3.261 -4.260 2.618 0.221
H -3.127 -3.632 4.268 0.220
H -0.772 -3.841 3.101 0.435
I -1.842 -1.211 -1.549 0.140
I -2.748 -3.575 -0.464 -0.171
```

highest occupied orbital energy: -11.59 eV
DFT total energy: -73052.426 eV
energy relative to the best compared isomer or geometry (same formula, charge and spin): 0.2716 eV
net charge: +1
frontier orbital gap: 7.836 eV

> Number 4 is which compound?

C6H8N

> What is the formula in the first record?

C13H18N2

> net charge of number 5 (C16H23BF3N2O7S)?

-1